1.
Entry from OMol25: a 4-piece molecular cluster, C2H12NO4 overall at a distorted geometry (the ωB97M-V functional and the def2-TZVPD basis).

Its largest force on an atom is 0.030 Eh/bohr. For the gap between HOMO and LUMO, the calculation gives 7.41 eV. As for the spin multiplicity: 1. As for the total energy: -11949.2599 eV. For the energy above the lowest of the compared OMol25 structures with the same formula, charge and spin, the calculation gives 21.7 kcal/mol. As for the total charge: -1.

Structure (XYZ):
```
19
Properties=species:S:1:pos:R:3:forces:R:3:mulliken_charge:R:1
C 1.67057 0.01249 0.99105 -1.373 -0.725 -0.031 -0.289
O 2.26477 0.21613 -0.20015 0.307 -0.029 -0.208 -0.910
C 0.37238 -0.92426 0.86996 0.251 -0.555 0.048 -0.774
N -0.19282 -0.96796 -0.47725 -0.317 0.409 -0.195 -0.537
H 2.27740 -0.56894 1.71567 0.292 0.504 0.193 0.292
H 1.29976 0.94830 1.47590 0.289 0.021 0.145 0.087
H 0.62866 -1.95741 1.13013 0.348 -0.079 -0.174 0.356
H -0.44172 -0.74119 1.58605 0.158 0.634 -0.033 0.293
H -0.32364 -0.00232 -0.78195 -0.264 0.060 0.127 0.274
H 0.56875 -1.20236 -1.10499 0.348 -0.245 0.143 0.258
H 1.23536 1.72796 -2.47276 -0.355 0.215 0.229 0.262
H 1.48062 1.20354 -1.06292 0.031 -0.245 0.690 0.451
O 0.84200 1.81299 -1.59042 0.271 0.028 -0.757 -0.745
H -1.61055 -1.72587 -2.55991 0.091 0.094 0.049 0.318
H -2.07470 -1.91023 -1.15175 0.390 0.267 0.002 0.396
O -2.40555 -1.92248 -2.06053 -0.537 -0.326 -0.203 -0.721
H -1.14779 1.92490 1.65843 0.331 0.185 0.558 0.336
H -2.59852 1.92044 1.73848 -0.267 0.139 0.425 0.317
O -1.84498 2.15626 2.29694 0.008 -0.352 -1.007 -0.664
```
Forces are in eV/Å.


2.
Entry from OMol25: C58H53N4O6P2RbS as an isolated structure at a distorted geometry (the ωB97M-V functional and the def2-TZVPD basis).

Its largest force on an atom is 0.029 Eh/bohr. For the gap between HOMO and LUMO, the calculation gives 5.10 eV. As for the spin multiplicity: 1. As for the total energy: -109325.1394 eV. For the energy above the lowest of the compared OMol25 structures with the same formula, charge and spin, the calculation gives 0.0 kcal/mol. As for the total charge: -2.

Structure (XYZ):
```
125
Properties=species:S:1:pos:R:3:forces:R:3:mulliken_charge:R:1
Rb -0.51983 -0.69508 1.77150 -0.791 0.776 -0.081 0.657
C 1.26697 -3.36428 -0.51530 0.062 -0.163 0.327 -0.785
C 1.62287 -3.98938 0.83710 0.051 0.410 0.120 2.045
C 3.11437 -4.31888 0.93360 -0.366 0.064 0.056 -1.627
O 0.85927 -5.14898 1.09580 -0.124 -0.195 -0.072 -0.794
C 1.25517 -2.92368 1.92320 0.827 -1.188 -0.271 0.393
O 0.36407 -3.27868 2.72090 -0.698 0.038 0.496 -0.816
O 1.85927 -1.84338 1.88890 0.539 0.543 -0.078 -0.664
H 1.63847 -3.96078 -1.34950 0.003 -0.059 -0.076 0.497
H 1.71037 -2.36968 -0.55790 0.030 -0.057 -0.090 -0.206
H 0.18367 -3.27028 -0.60480 -0.042 0.010 -0.079 -0.172
H 3.39857 -5.02508 0.15430 0.037 -0.045 -0.122 0.413
H 3.33187 -4.76508 1.90200 -0.002 -0.074 0.113 0.442
H 3.69067 -3.40328 0.84730 0.140 0.122 -0.103 0.025
H 0.25597 -4.83948 1.80840 0.162 -0.078 -0.104 0.257
C -2.38953 0.35082 -1.83510 0.063 0.020 0.092 -0.767
C -2.56753 1.80172 -1.52510 0.218 0.098 0.320 0.556
C -3.26983 2.61932 -2.43090 -0.183 0.478 -0.140 -0.766
C -3.48893 3.93062 -2.11400 -0.030 -0.234 -0.123 -0.960
C -3.01083 4.44732 -0.89150 0.199 -0.364 0.122 1.039
C -3.25163 5.77112 -0.49050 -0.104 0.456 0.065 -0.830
C -2.76583 6.21112 0.72290 -0.310 0.146 -0.509 -0.409
C -2.01503 5.37292 1.52740 0.031 -0.229 0.027 -0.690
C -1.71173 4.05342 1.16800 0.215 0.268 0.347 0.656
S -0.70133 3.13712 2.17790 0.434 -0.638 0.402 -0.366
C -2.26183 3.55362 -0.06360 -0.491 1.027 -0.194 -0.932
N -2.07463 2.27102 -0.40270 0.061 -0.837 -0.230 0.191
H -1.91663 0.22122 -2.80710 0.062 -0.088 -0.126 0.325
H -3.36373 -0.13848 -1.87590 0.001 -0.124 -0.003 0.456
H -1.79043 -0.13898 -1.07010 -0.079 -0.003 -0.113 -0.170
H -3.63103 2.19852 -3.36010 -0.044 -0.027 -0.064 0.466
H -4.03783 4.58672 -2.78340 -0.004 -0.019 -0.009 0.331
H -3.82253 6.42422 -1.14180 -0.021 0.016 0.000 0.296
H -2.96363 7.22862 1.04690 -0.004 0.000 -0.014 0.329
H -1.62763 5.73062 2.47160 0.047 -0.016 0.016 0.401
C 2.29727 2.10612 -2.40080 -0.040 -0.098 -0.116 -1.834
P 1.81167 0.63672 -1.32590 0.191 0.260 -0.384 0.920
C 3.29567 0.62342 -0.25510 -0.091 -0.095 0.035 0.959
C 4.08217 -0.50208 -0.04870 -0.124 0.002 0.019 -0.256
C 5.16847 -0.44908 0.80400 0.081 -0.101 0.047 -0.870
C 5.47717 0.72522 1.46530 0.083 -0.015 0.126 -0.878
C 4.66807 1.83742 1.30840 -0.073 -0.006 0.170 -0.719
C 3.57357 1.78152 0.46810 -0.154 -0.152 0.083 -0.996
C 2.14877 -0.65758 -2.58740 0.007 -0.012 0.241 1.098
C 3.42337 -0.94318 -3.06690 -0.067 -0.280 0.071 0.145
C 3.60187 -1.88088 -4.06710 0.186 -0.019 0.020 -0.946
C 2.50997 -2.54818 -4.59680 -0.004 -0.038 -0.065 -0.844
C 1.23697 -2.26798 -4.12960 -0.053 -0.125 -0.196 -0.339
C 1.05797 -1.33078 -3.12740 0.095 0.134 0.102 -0.794
P 3.71187 1.95752 -3.60100 -0.166 0.386 0.195 -0.076
C 3.78967 3.68872 -4.20990 -0.076 -0.083 -0.196 0.639
C 2.74557 4.60672 -4.15300 0.095 -0.245 0.096 -0.478
C 2.87777 5.85302 -4.73760 0.020 0.274 -0.158 -0.645
C 4.04447 6.20042 -5.39740 -0.089 0.065 -0.010 -0.445
C 5.08407 5.28532 -5.47740 0.085 0.099 -0.086 -0.604
C 4.95467 4.04302 -4.89410 -0.093 -0.047 0.065 -0.383
C 5.21557 2.08032 -2.53600 0.022 -0.087 -0.154 0.446
C 5.41367 3.11302 -1.62510 0.068 -0.118 -0.106 -0.319
C 6.57527 3.17482 -0.88040 0.119 0.149 -0.002 -0.684
C 7.56007 2.21152 -1.03140 0.036 0.003 -0.116 -0.488
C 7.38887 1.20072 -1.96160 0.259 -0.008 0.106 -0.583
C 6.23227 1.14562 -2.71630 -0.235 0.075 -0.029 -0.273
H 2.43637 2.98262 -1.76190 -0.123 -0.056 0.015 0.879
H 1.41667 2.29452 -3.02860 0.066 0.025 0.091 0.635
H 3.82697 -1.43068 -0.53580 0.020 -0.093 -0.029 0.349
H 5.76327 -1.33778 0.96620 0.047 -0.051 0.001 0.459
H 6.33397 0.76352 2.12450 0.054 0.020 0.053 0.395
H 4.88527 2.74812 1.85060 -0.019 0.046 0.040 0.539
H 2.91227 2.63442 0.39290 -0.039 0.106 0.001 0.634
H 4.28307 -0.46508 -2.62210 0.007 -0.025 0.001 0.061
H 4.59867 -2.08948 -4.43670 0.034 -0.045 0.014 0.409
H 2.66427 -3.30008 -5.35930 -0.055 -0.022 -0.081 0.340
H 0.37967 -2.78768 -4.53310 -0.071 -0.064 0.052 0.463
H 0.06987 -1.15228 -2.73480 -0.222 -0.012 0.074 0.274
H 1.82327 4.35672 -3.65150 -0.070 -0.011 0.068 0.434
H 2.05727 6.55432 -4.68420 -0.056 0.074 0.026 0.390
H 4.14127 7.17402 -5.85580 0.003 0.089 -0.033 0.360
H 5.99107 5.54322 -6.00740 0.076 0.017 -0.009 0.368
H 5.76177 3.32362 -4.95780 0.079 0.004 -0.023 0.343
H 4.65067 3.86632 -1.48970 -0.086 0.071 0.013 0.395
H 6.70827 3.97252 -0.16390 0.000 0.064 0.084 0.407
H 8.45587 2.24812 -0.42740 0.056 0.014 0.044 0.390
H 8.15387 0.44752 -2.09300 0.051 -0.039 -0.010 0.409
H 6.10997 0.36102 -3.45100 -0.039 -0.072 -0.057 0.375
C -5.50863 -2.26608 4.43380 0.043 -0.394 -0.330 -0.986
N -4.74463 -1.05688 4.67260 -0.179 0.266 0.335 -0.140
N -3.38793 -1.21718 4.94360 -0.013 -0.078 -0.556 0.767
C -2.64263 -0.19188 4.35110 -0.636 0.103 0.219 0.044
O -1.45343 -0.03128 4.53390 0.649 -0.106 -0.036 -0.687
C -3.62333 0.58702 3.63390 -0.274 -0.104 -0.129 -0.838
C -4.83433 0.00522 3.79760 0.430 0.310 0.260 0.964
C -6.15033 0.37412 3.21250 0.103 -0.132 -0.028 -1.568
C -2.95243 -2.10178 5.92080 0.053 -0.267 0.568 0.244
C -1.73133 -2.75768 5.77540 -0.101 0.126 -0.146 -0.809
C -1.32533 -3.65518 6.74460 0.003 -0.040 0.044 -0.706
C -2.11883 -3.91668 7.85100 0.048 -0.077 0.131 -0.405
C -3.32633 -3.25698 8.00080 -0.016 -0.061 0.043 -0.558
C -3.73923 -2.34378 7.04870 0.011 0.104 -0.073 -0.151
H -6.56763 -2.01608 4.47320 -0.008 0.001 0.041 0.399
H -5.28533 -2.99308 5.21350 -0.108 0.079 -0.019 0.458
H -5.26003 -2.68508 3.45450 -0.066 -0.034 0.082 0.118
H -3.37903 1.46612 3.07220 0.074 0.231 -0.154 0.516
H -6.10153 1.38242 2.81230 0.008 0.044 -0.044 0.397
H -6.94113 0.32142 3.96140 -0.031 0.027 0.010 0.352
H -6.38733 -0.31358 2.40130 -0.051 -0.045 -0.091 0.218
H -1.12453 -2.57248 4.90280 0.096 -0.022 -0.106 0.730
H -0.38803 -4.17518 6.61920 0.120 -0.019 -0.042 0.428
H -1.79803 -4.63018 8.59760 0.039 -0.059 0.027 0.365
H -3.95133 -3.45438 8.86240 -0.018 0.023 0.040 0.360
H -4.66843 -1.80698 7.17730 -0.059 0.046 -0.062 0.472
O -4.30923 -2.10098 1.64830 -0.175 0.001 0.144 -0.403
C -4.00693 -2.48618 0.52290 -0.315 -0.092 0.111 -0.407
N -2.81613 -2.36788 -0.07520 0.895 0.372 0.426 0.341
C -2.86583 -2.86138 -1.32900 -0.140 -0.127 -0.227 -0.085
O -1.96133 -2.89418 -2.14840 0.106 0.005 -0.256 -0.622
C -4.26943 -3.37028 -1.59900 -0.290 0.001 0.230 -0.093
C -4.86613 -3.91748 -2.71230 0.168 0.039 0.028 -0.247
C -6.20933 -4.26908 -2.61820 -0.074 -0.101 -0.186 -0.522
C -6.91553 -4.08338 -1.44100 -0.203 -0.033 0.014 -0.541
C -6.30713 -3.52198 -0.32180 0.073 0.093 0.146 -0.230
C -4.98183 -3.16158 -0.42380 0.119 -0.075 -0.437 0.238
H -4.30523 -4.06158 -3.62500 0.054 -0.013 -0.064 0.490
H -6.71683 -4.69458 -3.47570 0.001 -0.022 -0.025 0.362
H -7.96013 -4.37098 -1.40350 -0.001 -0.002 0.034 0.384
H -6.85843 -3.36778 0.59570 -0.023 0.039 0.081 0.470
```
Forces are in eV/Å.


3.
Entry from OMol25: a single C18H16N2OS2 molecule at a distorted geometry (the ωB97M-V functional and the def2-TZVPD basis).

Its largest force on an atom is 0.020 Eh/bohr. For the gap between HOMO and LUMO, the calculation gives 8.97 eV. As for the spin multiplicity: 1. As for the total energy: -45624.3748 eV. For the energy above the lowest of the compared OMol25 structures with the same formula, charge and spin, the calculation gives 0.0 kcal/mol. The structure (SMILES) is C=CCNC(=O)c1ccc(CSc2nc3ccccc3s2)cc1.

Structure (XYZ):
```
39
Properties=species:S:1:pos:R:3:forces:R:3:mulliken_charge:R:1
C 5.20860 0.46611 -6.16078 0.038 0.084 -0.098 -0.753
C 5.11531 0.06548 -4.90707 -0.093 -0.141 0.099 -0.005
C 4.51676 -1.24007 -4.48206 0.198 -0.137 0.009 -0.711
N 3.50029 -1.04535 -3.46985 -0.082 0.231 -0.348 -0.200
C 3.59066 -1.58712 -2.23263 -0.111 0.046 -0.055 0.372
O 4.50639 -2.31182 -1.89555 0.098 -0.179 0.156 -0.654
C 2.46116 -1.24347 -1.31721 -0.114 -0.024 0.309 0.716
C 2.04669 -2.20345 -0.40013 0.139 0.025 -0.158 -0.773
C 1.01231 -1.93677 0.47554 -0.037 0.106 -0.020 -0.613
C 0.39027 -0.69407 0.47010 0.032 -0.028 -0.163 0.621
C 0.81995 0.27293 -0.43289 -0.054 -0.048 0.056 -0.592
C 1.84274 0.00325 -1.32120 0.063 -0.111 -0.050 -0.712
H 2.17536 0.77952 -1.99574 0.042 0.060 -0.057 0.407
H 0.34513 1.24336 -0.43716 -0.047 0.107 0.013 0.424
C -0.73118 -0.39572 1.40682 -0.564 0.068 0.013 -0.807
H -0.66462 0.60604 1.82918 0.059 -0.105 0.063 0.431
H -0.80641 -1.12804 2.20876 0.087 0.113 0.035 0.404
S -2.32928 -0.44429 0.48842 0.523 -0.178 -0.279 -0.094
C -3.34948 0.23034 1.70607 -0.501 0.091 -0.015 0.351
N -2.95114 0.59513 2.86735 0.766 -0.240 -0.145 -0.286
C -3.97552 1.09784 3.61765 -1.017 0.234 0.041 -0.281
C -3.86881 1.57577 4.91949 -0.014 -0.035 -0.098 -0.453
C -5.00052 2.05461 5.54595 0.054 0.025 0.089 -0.491
C -6.23259 2.06520 4.89760 -0.130 0.013 -0.034 -0.440
C -6.36144 1.59381 3.60446 -0.080 0.019 0.008 -0.494
C -5.23103 1.11135 2.97084 0.361 -0.060 0.040 0.774
S -5.07308 0.45684 1.36174 0.421 0.033 0.317 -0.234
H -7.31397 1.59965 3.09842 -0.134 0.025 -0.005 0.379
H -7.10204 2.44667 5.41101 -0.075 0.032 0.045 0.368
H -4.93115 2.42822 6.55646 0.003 0.032 0.084 0.368
H -2.90926 1.56214 5.41086 0.112 0.003 0.065 0.444
H 0.68965 -2.69396 1.17489 -0.047 -0.074 0.075 0.372
H 2.54819 -3.15913 -0.39049 0.063 -0.074 0.009 0.433
H 2.70176 -0.48319 -3.71570 0.005 -0.100 0.120 0.260
H 5.28134 -1.87222 -4.01692 -0.148 0.033 -0.140 0.308
H 4.09401 -1.76722 -5.34437 0.111 0.006 0.076 0.359
H 5.47566 0.68560 -4.09707 0.088 0.126 0.071 0.290
H 5.65414 1.40886 -6.42768 0.107 0.186 0.004 0.260
H 4.85514 -0.14278 -6.97710 -0.121 -0.164 -0.132 0.252
```
Forces are in eV/Å.